[1]
Formula: C9H13N5S
Source: OMol25
Level of theory: wB97M-V/def2-TZVPD

Energy above the lowest of the compared OMol25 structures with the same formula, charge and spin ... 1.896 eV
HOMO-LUMO gap ... 8.57 eV
Lowest unoccupied orbital energy ... -7.78 eV
HOMO ... -16.353 eV
Charge ... +2

Geometry (Å):
H: 2.1292 -3.5084 -0.5735
C: 4.0177 1.3034 -0.3892
N: 1.5829 -1.0627 -1.1121
C: 0.9780 0.0914 -1.0214
H: -3.8418 -0.4351 -0.9597
C: 0.2418 0.1308 0.4125
H: 1.0405 -3.7146 0.6694
H: -2.0997 -1.3770 0.1943
S: -1.1220 0.4871 -1.7735
H: -3.4166 1.2429 -0.6272
H: 1.0125 1.2962 -2.7224
N: 0.6640 1.0514 1.3670
H: -2.3641 -0.2606 1.5374
H: -4.5153 0.2893 0.5152
C: 1.2034 -1.7990 -0.0943
C: -3.6067 0.1864 -0.1639
C: -2.3655 -0.4161 0.5287
H: 1.2679 2.5234 2.9542
N: 0.4149 -1.1682 0.8544
H: 0.5721 2.1547 -1.2702
H: -1.5902 1.5281 0.2681
C: 0.6796 1.2771 -1.7703
H: -0.2292 -1.5960 1.5162
N: 1.5180 -3.0517 0.0963
N: 2.9047 1.2251 -0.1096
C: 1.0761 1.7845 2.1243
H: 5.0568 1.3430 -0.5410
C: -1.2090 0.4747 0.0903

Löwdin population analysis, charges in e, atoms 1 to 4: 0.16, 0.10, 0.21, -0.36

[2]
Formula: C9H13N6
Source: OMol25
Level of theory: wB97M-V/def2-TZVPD

Energy above the lowest of the compared OMol25 structures with the same formula, charge and spin ... 4.132 eV
HOMO-LUMO gap (spin up / spin down) ... 7.48 / 7.47 eV
Lowest unoccupied orbital energy (spin up / spin down) ... 3.14 / 3.14 eV
HOMO (spin up / spin down) ... -4.332 / -4.327 eV
Charge ... -1

Geometry (Å):
H: 3.0572 1.6384 -0.4142
C: 0.6787 0.6288 0.5276
H: 1.7472 3.1718 -1.0596
C: 1.7889 0.1377 -0.3026
C: -0.3497 1.5513 -0.1226
C: 0.8875 3.5827 -0.4252
H: 0.6635 -3.5744 0.8732
H: 1.1528 3.4371 0.5502
H: -1.0922 -3.0703 0.9421
N: 2.9303 0.6841 -0.6069
H: 0.6323 -1.0421 1.9672
C: -0.1257 -3.1346 0.3583
N: -4.4636 0.0396 -0.8417
H: -0.3080 -3.7003 -0.5675
C: -2.6509 0.6357 -0.0670
N: -3.5665 1.0439 -0.9589
H: 2.4337 -1.8781 -0.0269
H: -1.0003 -0.5623 1.1899
N: -0.3052 2.6912 -0.5048
N: -2.9062 -0.4559 0.6440
H: 1.7664 -1.6846 -1.6222
H: 0.4314 4.4660 -0.7908
C: 0.0832 -0.7025 1.1200
N: -4.0486 -0.7897 0.0981
C: 0.2367 -1.6555 -0.0022
C: 1.6367 -1.4342 -0.5392
H: -0.3462 -1.2857 -0.7617
H: 1.0367 1.2618 1.3435

Löwdin population analysis, charges in e, atoms 1 to 4: -0.01, -0.23, 0.09, -0.28

[3]
Formula: C9H13NO
Source: OMol25
Level of theory: wB97M-V/def2-TZVPD

Energy above the lowest of the compared OMol25 structures with the same formula, charge and spin ... 1.187 eV
SMILES ... Cc1ccccc1.CC(N)=O
HOMO-LUMO gap ... 9.74 eV
Lowest unoccupied orbital energy ... 0.76 eV
HOMO ... -8.984 eV
Charge ... 0

Geometry (Å):
H: -1.8606 -1.2557 1.4661
H: -2.4112 0.6175 -2.5442
H: -2.6322 3.4417 -1.9350
C: 2.7462 -1.8466 0.6270
C: -1.3610 1.8731 0.4057
H: -0.8967 3.7244 -1.1787
O: 2.2548 -2.6554 1.4085
C: -1.7571 1.7799 -0.9276
H: -2.7239 -1.3480 -1.0447
C: -1.4468 0.7839 1.2712
H: -1.0365 2.8311 0.7868
H: -1.1811 3.0837 -2.7091
C: -1.6166 3.0600 -1.7133
H: 3.4393 -0.8061 2.2746
C: -2.2529 0.5634 -1.4741
C: -1.8311 -0.4369 0.7495
H: 2.2790 -2.6838 -1.3156
H: 1.9951 -1.0646 -1.2290
H: 3.7346 -1.6138 -1.2549
C: 2.7407 -1.8055 -0.8523
N: 3.2969 -0.7724 1.2787
H: 3.6461 0.1254 0.9643
C: -2.2477 -0.4822 -0.5736
H: -1.3385 0.9989 2.3261

Löwdin population analysis, charges in e, atoms 1 to 4: 0.11, 0.11, 0.09, -0.59

[4]
Formula: C9H13NO
Source: OMol25
Level of theory: wB97M-V/def2-TZVPD

Energy above the lowest of the compared OMol25 structures with the same formula, charge and spin ... 8.464 eV
HOMO-LUMO gap ... 7.87 eV
Lowest unoccupied orbital energy ... 0.65 eV
HOMO ... -7.222 eV
Charge ... 0

Geometry (Å):
H: -2.2604 0.8185 2.1393
H: 3.7873 -0.3627 0.8062
C: 3.1142 -0.6096 -0.0773
H: 1.9599 1.4995 -1.0420
C: -2.4863 -0.6339 -0.9871
C: -1.1355 -1.2374 -1.0590
C: -0.0735 1.6692 -0.2610
O: 1.0483 -0.5532 1.0209
C: -2.7320 0.1508 0.1301
C: -0.3661 -1.2945 0.1562
H: -0.3193 1.3551 0.8351
H: -3.5560 0.8662 0.4574
H: 3.6672 -0.0248 -0.8872
H: -0.7124 -1.6577 -2.0385
C: 1.7023 -0.0158 0.1458
H: 0.7412 -1.7501 0.0221
H: -3.2119 -0.7636 -1.8162
H: -0.0648 -0.5360 2.2435
C: -0.7552 -0.6896 1.3931
N: 1.1123 0.9238 -0.6613
C: -1.8705 0.2066 1.2864
H: 3.2639 -1.6389 -0.6181
H: -0.0214 2.7863 -0.2358
H: -0.8313 1.4918 -0.9525

Löwdin population analysis, charges in e, atoms 1 to 4: 0.11, 0.10, 0.00, 0.18

[5]
Formula: C9H13NO
Source: OMol25
Level of theory: wB97M-V/def2-TZVPD

Energy above the lowest of the compared OMol25 structures with the same formula, charge and spin ... 11.017 eV
HOMO-LUMO gap ... 9.33 eV
Lowest unoccupied orbital energy ... 0.82 eV
HOMO ... -8.509 eV
Charge ... 0

Geometry (Å):
H: 2.9431 2.2200 -1.7059
H: 1.0087 -3.0645 0.5656
C: 1.7087 -1.1201 -0.8043
C: -0.7809 1.0687 0.9034
H: -2.1288 -0.4556 -0.1542
H: 1.9799 -2.0589 -0.9252
H: -3.2018 2.4648 1.1710
H: -0.5579 1.9117 1.2760
H: -0.0847 -3.1616 -0.4249
C: 2.5090 -0.1178 -1.4069
C: 0.0715 -2.9540 0.5332
H: -1.9785 1.3659 -0.7691
C: 0.3649 0.6965 0.0671
C: -2.2146 0.9495 0.1868
C: 0.7069 -0.7308 -0.0247
H: -3.3949 0.8418 1.6607
C: 2.2970 1.2139 -1.3224
H: -0.8852 0.8169 1.7112
H: -0.5857 -3.2379 1.2210
H: 1.1342 2.8470 -0.5966
N: -3.4357 1.2035 0.8228
H: 3.5162 -0.6352 -2.0969
O: -0.1450 -1.6746 0.5357
C: 1.1536 1.6110 -0.4232

Löwdin population analysis, charges in e, atoms 1 to 4: 0.15, 0.04, -0.05, -0.14

[6]
Formula: C9H13NO2
Source: OMol25
Level of theory: wB97M-V/def2-TZVPD

Energy above the lowest of the compared OMol25 structures with the same formula, charge and spin ... 1.374 eV
HOMO-LUMO gap (spin up / spin down) ... 3.10 / 7.12 eV
Lowest unoccupied orbital energy (spin up / spin down) ... 3.55 / 3.38 eV
HOMO (spin up / spin down) ... 0.455 / -3.737 eV
2S+1 ... 2
Charge ... -1

Geometry (Å):
H: 0.9480 -3.0191 0.9410
H: 1.6979 0.4098 0.3255
O: 3.1725 -1.5920 -1.0733
H: 1.9886 -1.8109 1.4872
H: -3.7865 0.6751 0.7254
H: -0.1625 -0.1830 1.8515
C: 0.6941 0.8200 0.2174
C: -1.8379 1.8788 -0.3509
C: -0.7351 2.1213 -1.2881
C: 1.9325 -2.5088 0.6722
N: 0.9225 -1.5951 -1.3552
H: 0.0993 -2.0140 -0.9565
H: 0.8074 -0.8434 -2.0174
C: 2.0631 -1.9130 -0.6805
H: -2.8006 2.3352 -0.5859
H: -3.2645 0.8841 2.3507
C: -2.9243 0.4729 1.3930
H: 2.4837 -3.3650 1.1100
C: 0.5372 1.6964 -0.8209
C: -1.6623 1.0029 0.7123
C: -0.4299 0.4710 1.0180
H: -0.9612 2.8284 -2.0844
H: 2.3652 1.7442 -1.3737
O: 1.5365 2.0941 -1.7228
H: -2.6837 -0.5899 1.5053

Löwdin population analysis, charges in e, atoms 1 to 4: 0.08, 0.08, 0.01, 0.06

[7]
Formula: C9H13NO2
Source: OMol25
Level of theory: wB97M-V/def2-TZVPD

Energy above the lowest of the compared OMol25 structures with the same formula, charge and spin ... 13.191 eV
HOMO-LUMO gap ... 8.11 eV
Lowest unoccupied orbital energy ... -0.49 eV
HOMO ... -8.593 eV
Charge ... 0

Geometry (Å):
C: -2.1982 0.4534 -0.3626
H: 4.6565 -1.9865 -0.0435
C: -1.3252 -0.7664 -0.3606
C: 0.6419 0.8587 -0.1585
H: -2.3420 2.4999 -0.1062
O: -3.5700 0.1946 -0.4438
H: -5.5251 0.5017 0.7633
C: 2.2959 0.9305 0.2500
H: 4.3821 0.5180 -0.7480
C: -0.2179 1.8841 -0.3159
C: 0.1316 -0.4530 -0.3558
C: 3.3614 -0.0264 -0.6106
C: -1.6417 1.7045 -0.3681
H: 0.1824 2.7897 -0.0619
N: 3.6153 -1.3161 0.2157
H: 0.8843 -1.1410 -0.0596
H: -3.2623 -0.5193 1.9327
H: 2.9894 -0.5980 -1.5122
O: -1.9663 -2.0455 -0.5061
H: -4.4072 -1.9973 -0.4115
H: -1.2841 -2.5713 -0.2650
H: 2.4911 1.9865 0.3687
C: -4.2180 -0.4861 0.6251
H: 2.3398 0.4727 1.2463
H: 3.9864 -0.8875 1.2880

Löwdin population analysis, charges in e, atoms 1 to 4: -0.26, 0.16, -0.11, -0.19

[8]
Formula: C9H13NO2
Source: OMol25
Level of theory: wB97M-V/def2-TZVPD

Energy above the lowest of the compared OMol25 structures with the same formula, charge and spin ... 2.982 eV
SMILES ... COc1cc(C)cc(CN)c1O
HOMO-LUMO gap ... 8.53 eV
Lowest unoccupied orbital energy ... 0.68 eV
HOMO ... -7.842 eV
Charge ... 0

Geometry (Å):
C: -1.7395 -0.9939 -0.0842
H: -2.8108 0.9798 -0.3890
C: -2.9683 -1.7790 -0.1258
O: -0.5330 2.5203 -0.5658
N: 3.2277 -0.9349 -0.3678
H: 1.9195 -1.6765 1.3698
H: 1.8247 -2.5859 -0.2109
H: 3.5955 -1.5536 -1.0682
C: 1.9229 -1.5715 0.2165
H: -0.8106 4.3766 0.0177
C: -0.6318 1.1549 -0.1974
O: 1.7673 1.2064 -0.2378
H: -3.0171 -2.3964 -0.9895
H: -3.0586 -2.5311 0.6871
H: 0.8770 3.6785 0.5246
H: -3.7586 -1.0797 -0.1955
C: 0.6391 -0.7895 0.0864
H: 3.8806 -0.4881 0.2391
C: -1.7938 0.3854 -0.2603
C: 0.6792 0.5536 -0.1079
H: 2.6397 0.7324 -0.2903
H: -0.3552 -2.6029 0.1456
C: -0.2476 3.5381 0.3717
H: -0.6918 3.4032 1.3127
C: -0.5566 -1.5463 0.1193

Löwdin population analysis, charges in e, atoms 1 to 4: -0.34, 0.17, -0.06, -0.12

[9]
Formula: C9H13NOS
Source: OMol25
Level of theory: wB97M-V/def2-TZVPD

Energy above the lowest of the compared OMol25 structures with the same formula, charge and spin ... 2.934 eV
SMILES ... OCSc1ccccc1.C=NC
HOMO-LUMO gap ... 9.20 eV
Lowest unoccupied orbital energy ... 0.78 eV
HOMO ... -8.420 eV
Charge ... 0

Geometry (Å):
C: 0.5648 -3.2195 0.4379
H: 1.2426 2.9784 -0.0505
C: -2.9709 2.1039 -0.7033
N: -2.6998 1.7253 0.4518
H: 3.8200 2.1320 -0.7154
H: -3.8636 1.6461 -1.2596
H: 0.9573 -3.2274 -1.4801
H: -0.4285 1.2619 0.2198
C: -3.4487 0.6877 1.2092
H: 2.3792 -1.7242 -0.2989
C: 3.1367 0.1789 -0.5570
S: -0.3361 -1.6020 0.1150
C: 0.8890 -0.2719 -0.0333
H: -4.4046 0.2894 0.9408
O: 1.2379 -3.6722 -0.6508
C: 1.6049 1.9665 -0.2136
H: -0.1471 -3.9289 0.6152
H: -2.5695 2.9521 -1.1810
C: 2.8797 1.5186 -0.4704
H: 4.2302 -0.1239 -0.8338
C: 2.1702 -0.7364 -0.2906
H: 1.3762 -3.1683 1.3481
H: -2.6923 -0.1097 1.1693
H: -3.5009 1.2886 2.2560
C: 0.5733 1.0548 -0.0247

Löwdin population analysis, charges in e, atoms 1 to 4: -0.54, 0.11, -0.09, -0.12

[10]
Formula: C9H14
Source: OMol25
Level of theory: wB97M-V/def2-TZVPD

Energy above the lowest of the compared OMol25 structures with the same formula, charge and spin ... 1.400 eV
HOMO-LUMO gap (spin up / spin down) ... 2.41 / 6.92 eV
Lowest unoccupied orbital energy (spin up / spin down) ... 3.49 / 3.41 eV
HOMO (spin up / spin down) ... 1.088 / -3.504 eV
2S+1 ... 2
Charge ... -1

Geometry (Å):
H: 1.7687 -2.1706 2.8213
C: -1.4707 2.5993 -2.8879
H: 1.1238 -1.3081 -0.4814
H: -2.0789 2.3893 -3.7341
H: 0.2821 -2.6261 2.1314
H: -2.1380 2.8768 -2.1873
H: -0.4410 2.6776 -0.2062
C: 0.7979 -2.5459 3.0962
H: 1.1398 -1.3075 -2.8963
H: 0.3921 -0.4835 3.8285
C: 0.0512 0.5716 -3.0187
C: -0.3079 1.7856 -0.8820
H: -0.9938 -1.6609 3.8027
C: -0.5697 1.6066 -2.2120
C: 0.6471 -0.4967 -2.3227
C: 0.0964 -1.5007 4.0057
C: 0.2501 0.6574 -0.1566
C: 0.6358 -0.4422 -0.9415
H: -0.8345 3.5179 -3.0748
H: -0.0826 0.4462 -4.0755
H: 0.9825 -3.5705 3.4459
H: 0.2411 -1.5801 5.0437
H: 0.5084 0.5642 0.9016

Löwdin population analysis, charges in e, atoms 1 to 4: 0.04, -0.12, 0.06, 0.05

[11]
Formula: C9H14
Source: OMol25
Level of theory: wB97M-V/def2-TZVPD

Energy above the lowest of the compared OMol25 structures with the same formula, charge and spin ... 1.614 eV
SMILES ... Cc1ccccc1.CC
HOMO-LUMO gap ... 9.81 eV
Lowest unoccupied orbital energy ... 0.97 eV
HOMO ... -8.843 eV
Charge ... 0

Geometry (Å):
H: 0.4123 3.0348 1.8111
H: -2.1921 -1.9428 0.4575
H: 0.0829 3.1772 3.5469
H: -1.3215 3.2552 2.2488
C: 0.7024 -0.8776 -1.8650
H: 0.5945 0.8927 3.0469
C: -0.3455 2.7559 2.5829
C: 1.8389 -0.4158 -2.7526
C: -0.5500 -2.6120 -0.9181
H: 2.8511 -0.7857 -2.3467
H: -1.7093 0.3969 0.2254
C: -1.4599 -1.6693 -0.2980
H: 1.2929 -2.9707 -1.9673
H: 1.8448 -0.8645 -3.7951
H: -0.7240 -3.7229 -1.1899
C: -0.1401 0.0148 -1.2200
C: 0.5939 -2.2198 -1.5226
H: -0.9817 0.7021 2.0769
C: -1.1221 -0.3253 -0.2919
H: -0.0787 1.1057 -1.5418
H: 1.8140 0.6750 -2.9328
H: -1.0084 1.0811 3.7632
C: -0.3945 1.3150 2.8823

Löwdin population analysis, charges in e, atoms 1 to 4: 0.07, 0.10, 0.08, 0.09

[12]
Formula: C9H14
Source: OMol25
Level of theory: wB97M-V/def2-TZVPD

Energy above the lowest of the compared OMol25 structures with the same formula, charge and spin ... 0.347 eV
SMILES ... Cc1ccccc1.CC
HOMO-LUMO gap ... 10.05 eV
Lowest unoccupied orbital energy ... 1.01 eV
HOMO ... -9.040 eV
Charge ... 0

Geometry (Å):
C: -0.4038 0.8198 -1.6984
C: 2.0809 -2.7433 0.7596
H: 0.8012 -3.4096 2.4079
H: -1.1728 -1.0475 -2.2642
H: 0.4509 3.7021 -0.0919
C: -1.0863 -0.3553 -1.4323
H: -0.0853 3.6007 -1.7212
H: 2.9520 -2.0950 0.6439
C: 0.4893 3.0604 -0.9568
H: -2.0536 0.2758 1.7279
C: -1.4836 0.3484 0.8088
H: 2.4634 -3.1704 2.8843
C: 1.6738 -2.7830 2.2252
H: -2.4212 -1.3761 -0.1317
H: 1.5665 -1.7813 2.6272
H: 2.2722 -3.7225 0.3309
H: -0.4013 2.0926 1.4150
H: -0.0983 1.0874 -2.7011
C: -0.1485 1.7320 -0.6712
C: -1.7225 -0.5545 -0.2140
H: 1.2927 -2.2290 0.2036
H: 1.4839 2.9819 -1.3868
C: -0.6798 1.4576 0.5836

Löwdin population analysis, charges in e, atoms 1 to 4: -0.06, -0.17, 0.06, 0.10